[1]
{"formula": "C5H17NO2", "method": "ωB97M-V/def2-TZVPD", "e_above_lowest_kcal_mol": 43.9, "homo_ev": -9.076, "orbital_gap_ev": 9.492, "total_charge": 0, "energy_ev": -11044.3516, "molar_mass_g_mol": 123.196, "e_lumo_ha": 0.01528, "largest_force_ha_per_bohr": 0.082, "symbols": ["C", "C", "C", "C", "N", "C", "H", "H", "H", "H", "H", "H", "H", "H", "H", "H", "H", "H", "H", "O", "H", "H", "O", "H", "H"], "coordinates": [[2.594784, -0.573727, -0.570233], [1.214446, -0.046949, -0.943756], [0.374209, -0.232838, 0.396873], [0.611318, 0.972405, 1.295853], [-0.971433, -0.424136, -0.039272], [-1.880307, -0.755795, 1.030313], [3.341508, 0.245606, -0.401029], [3.107069, -1.230206, -1.398586], [2.521170, -1.085523, 0.382315], [1.203718, 1.009327, -1.351926], [0.673534, -0.692605, -1.620735], [0.706446, -1.173766, 0.722615], [0.028657, 0.974607, 2.172836], [1.672909, 0.914590, 1.559075], [0.326710, 1.965452, 0.816098], [-1.425331, 0.448068, -0.381593], [-1.660022, -0.484485, 2.041627], [-2.183894, -1.762189, 0.951194], [-2.784475, -0.139143, 0.899402], [-0.519535, -2.661288, -1.935939], [-0.747499, -2.115412, -2.740392], [-0.522892, -2.042338, -1.168034], [-1.778798, 2.679088, -0.241655], [-1.475384, 2.782745, 0.621199], [-2.426909, 3.428511, -0.096248]], "forces_ev_per_a": [[2.30, 0.26, -2.02], [-0.26, 0.35, 1.30], [0.03, 2.85, -3.11], [0.58, 0.45, -0.88], [-1.90, 1.24, 0.12], [-1.86, 0.90, -0.23], [-0.66, -0.49, -0.14], [-1.14, 0.97, 1.69], [0.40, -0.53, -0.16], [-0.02, -1.14, 0.62], [0.49, 0.04, -0.51], [0.38, -1.05, 1.30], [-0.60, -0.40, 1.41], [-0.15, 0.66, 0.16], [0.88, -1.41, 0.05], [1.41, -0.65, -0.31], [1.07, -0.10, 0.75], [-0.32, -1.36, 0.31], [-0.09, -0.43, -0.23], [-0.19, 0.71, -0.88], [0.34, -0.79, 1.60], [-0.54, -0.13, -0.84], [-2.36, 1.83, -1.18], [1.83, -0.67, 2.60], [0.37, -1.11, -1.43]]}


[2]
{"formula": "C2HFN2O2", "method": "ωB97M-V/def2-TZVPD", "e_above_lowest_kcal_mol": 177.2, "homo_ev": -10.080, "orbital_gap_ev": 9.512, "total_charge": 0, "energy_ev": -11874.9558, "molar_mass_g_mol": 104.040, "e_lumo_ha": -0.02088, "largest_force_ha_per_bohr": 0.076, "symbols": ["O", "N", "C", "F", "C", "N", "O", "H"], "coordinates": [[-1.847078, 1.704000, -0.450711], [-1.729238, 0.505667, -0.575268], [-1.197697, -0.501400, -0.797124], [-1.525148, -1.734899, -0.678224], [1.838453, 0.537621, 0.410166], [1.355422, -0.494322, 0.579800], [0.809635, -1.540999, 0.702703], [2.295649, 1.524333, 0.808658]], "forces_ev_per_a": [[-0.50, -0.49, 0.05], [-0.01, 3.92, 0.34], [0.23, -2.55, -0.29], [0.06, -0.94, -0.23], [1.44, 2.90, 1.10], [0.13, 0.48, 0.27], [-0.26, -0.94, -0.05], [-1.08, -2.37, -1.19]]}


[3]
{"formula": "C2H9N3O", "method": "ωB97M-V/def2-TZVPD", "e_above_lowest_kcal_mol": 36.0, "homo_ev": -9.310, "orbital_gap_ev": 10.177, "total_charge": 0, "energy_ev": -8736.8777, "molar_mass_g_mol": 91.114, "e_lumo_ha": 0.03187, "largest_force_ha_per_bohr": 0.071, "symbols": ["N", "C", "O", "H", "H", "H", "N", "C", "N", "H", "H", "H", "H", "H", "H"], "coordinates": [[-3.520187, 0.871965, 0.852067], [-3.561746, 1.880265, 1.789962], [-2.822521, 1.873010, 2.740178], [-4.398562, 0.626353, 0.396175], [-2.769280, 0.280375, 0.792775], [-4.372373, 2.594187, 1.547073], [2.035698, 0.073331, -1.806724], [1.731138, -0.966804, -0.746663], [2.884879, -1.857866, -0.174083], [2.513183, -0.372690, -2.571088], [2.723524, 0.748870, -1.278799], [0.989873, -1.750350, -1.022177], [1.442598, -0.488213, 0.179269], [3.686842, -1.330670, 0.310650], [3.436937, -2.181764, -1.008617]], "forces_ev_per_a": [[-2.96, 2.09, -0.35], [0.01, -1.70, -0.36], [0.10, 1.04, 0.09], [0.78, 0.20, -0.08], [1.87, -1.77, 0.20], [0.21, 0.14, 0.50], [0.82, 0.23, 3.47], [1.97, -0.88, 0.61], [1.68, 1.21, -1.70], [0.37, -0.01, -0.24], [-1.56, -1.63, -1.83], [0.36, 1.02, -0.30], [-0.71, 0.49, -0.23], [-2.03, -0.33, -0.63], [-0.91, -0.10, 0.85]]}


[4]
{"formula": "CH7N", "method": "ωB97M-V/def2-TZVPD", "e_above_lowest_kcal_mol": 5.5, "homo_ev": -10.348, "orbital_gap_ev": 11.300, "total_charge": 0, "energy_ev": -2640.4041, "molar_mass_g_mol": 33.074, "e_lumo_ha": 0.03496, "largest_force_ha_per_bohr": 0.034, "symbols": ["C", "H", "H", "H", "H", "N", "H", "H", "H"], "coordinates": [[2.335432, 0.144820, -0.614995], [3.038653, -0.631286, -0.716325], [1.902639, 0.052463, 0.442781], [1.584928, 0.072203, -1.424659], [2.918819, 1.060398, -0.727621], [-2.360859, -0.199796, 0.724154], [-1.861867, -0.842041, 0.109314], [-1.830425, 0.653813, 0.641966], [-3.239328, 0.164103, 0.295436]], "forces_ev_per_a": [[-1.06, 0.67, 1.10], [0.77, -1.22, -0.23], [0.37, 0.35, -1.69], [0.26, 0.06, 0.68], [-0.35, 0.14, 0.16], [-0.72, 0.95, -0.45], [-0.63, 0.03, -0.12], [0.70, 0.26, 0.43], [0.66, -1.24, 0.13]]}


[5]
{"formula": "CN4O3S2", "method": "ωB97M-V/def2-TZVPD", "e_above_lowest_kcal_mol": 42.2, "homo_ev": -0.644, "orbital_gap_ev": 5.979, "total_charge": -2, "energy_ev": -34807.9041, "molar_mass_g_mol": 180.170, "e_lumo_ha": 0.19604, "largest_force_ha_per_bohr": 0.049, "symbols": ["C", "N", "N", "N", "N", "O", "O", "O", "S", "S"], "coordinates": [[-2.278453, 0.281053, -0.072683], [-2.100317, -0.888973, -0.016682], [-0.888050, -1.696928, 0.044996], [0.185997, -1.070969, 0.106002], [0.290119, 0.182693, 0.024113], [2.247345, 0.583700, 1.409477], [2.650899, -0.177396, -0.954419], [1.828957, 2.048158, -0.507649], [-3.192689, 1.630765, 0.000404], [1.900624, 0.692379, -0.024862]], "forces_ev_per_a": [[-0.90, 1.02, 0.29], [0.92, -0.44, -0.25], [-1.18, -2.20, 0.45], [1.34, 0.82, -0.51], [-1.31, 0.14, -0.57], [0.72, 0.07, -0.94], [-0.36, 0.32, 0.90], [-0.14, 0.92, -0.20], [0.31, 0.37, -0.17], [0.59, -1.01, 0.99]]}


[6]
{"formula": "C3H9OPSi", "method": "ωB97M-V/def2-TZVPD", "homo_ev": [-8.456, -9.814], "spin_multiplicity": 3, "orbital_gap_ev": [8.708, 8.260], "total_charge": 0, "energy_ev": -22467.1436, "s_squared": 2.011, "molar_mass_g_mol": 120.164, "e_lumo_ha": [0.00926, -0.05711], "largest_force_ha_per_bohr": 0.095, "symbols": ["C", "C", "C", "O", "Si", "P", "H", "H", "H", "H", "H", "H", "H", "H", "H"], "coordinates": [[1.161184, -0.943880, 1.042054], [-0.258242, -0.697030, -1.710355], [-1.816836, 0.696714, 0.748374], [2.528368, 2.125868, 0.618918], [-0.003261, 0.106698, 0.083075], [1.079866, 1.941080, -0.677667], [2.044067, -0.328225, 0.979014], [1.005470, -1.164380, 2.173742], [1.343074, -1.738875, 0.456184], [0.662943, -1.374569, -1.945581], [-1.159558, -1.310109, -1.702176], [-0.199773, 0.043686, -2.510005], [-2.615643, 0.202354, 0.178101], [-1.874220, 0.732574, 1.884758], [-1.897438, 1.708095, 0.381564]], "forces_ev_per_a": [[-0.68, 2.58, 3.93], [2.13, -0.67, 0.98], [1.76, -0.34, 0.20], [-3.72, -0.60, -3.07], [-2.24, 0.18, -1.10], [3.69, 0.94, 3.00], [0.65, 0.13, 0.23], [0.02, 0.20, -2.20], [0.56, -3.33, -1.60], [-1.59, 0.96, 0.61], [-0.01, 0.12, -0.36], [-0.59, 0.01, 0.06], [0.17, -0.45, 0.79], [-0.27, -0.36, -1.59], [0.13, 0.64, 0.11]]}


[7]
{"formula": "C2BrF3O", "method": "ωB97M-V/def2-TZVPD", "e_above_lowest_kcal_mol": 0.0, "homo_ev": -11.236, "orbital_gap_ev": 11.777, "total_charge": 0, "energy_ev": -82315.0852, "molar_mass_g_mol": 176.919, "e_lumo_ha": 0.01987, "largest_force_ha_per_bohr": 0.023, "symbols": ["F", "C", "F", "O", "C", "F", "Br"], "coordinates": [[-0.490127, 1.723674, 0.222035], [-0.641930, 0.418768, 0.045579], [-1.800500, 0.033476, 0.557032], [-0.260241, -0.111878, -1.151778], [0.506678, -0.478024, -0.051860], [0.398552, -1.745717, 0.341065], [2.287567, 0.159702, 0.037926]], "forces_ev_per_a": [[-0.14, 0.07, -0.24], [0.58, -0.11, 0.98], [-0.09, -0.06, -0.19], [-0.33, -0.08, -1.14], [-0.09, 0.39, 0.82], [0.02, -0.10, -0.17], [0.05, -0.12, -0.06]]}


[8]
{"formula": "C32H62NO8S5", "method": "ωB97M-V/def2-TZVPD", "homo_ev": -9.596, "orbital_gap_ev": 5.598, "total_charge": 1, "energy_ev": -106215.9561, "molar_mass_g_mol": 749.182, "e_lumo_ha": -0.14692, "largest_force_ha_per_bohr": 0.149, "symbols": ["S", "C", "C", "C", "C", "C", "C", "C", "C", "C", "C", "C", "C", "N", "C", "C", "C", "C", "H", "H", "H", "H", "H", "H", "H", "H", "H", "H", "H", "H", "H", "H", "H", "H", "H", "H", "H", "H", "H", "H", "H", "H", "H", "H", "H", "H", "H", "H", "C", "C", "C", "S", "O", "O", "C", "H", "H", "H", "H", "H", "H", "H", "H", "C", "C", "C", "S", "O", "O", "C", "H", "H", "H", "H", "H", "H", "H", "H", "C", "C", "C", "S", "O", "O", "C", "H", "H", "H", "H", "H", "H", "H", "H", "C", "C", "C", "S", "O", "O", "C", "H", "H", "H", "H", "H", "H", "H", "H"], "coordinates": [[-4.319538, 2.404634, 3.776717], [-2.547377, 2.031250, 3.169105], [-2.622299, 0.672769, 2.207791], [-1.071629, 0.275970, 1.851329], [-0.900525, -0.681259, 0.516340], [-1.618053, -0.089609, -0.833962], [-1.014822, 1.367215, -1.322985], [-1.866592, 2.646755, -0.692870], [-1.255016, 4.018767, -1.349437], [-0.484754, 5.011971, -0.297005], [0.560804, 4.269872, 0.724346], [2.133276, 4.575518, 0.340513], [3.027940, 3.241691, 0.006078], [3.091288, 2.216710, 1.116851], [3.139918, 2.339287, 2.623888], [3.243770, 0.758540, 3.143146], [3.258697, -0.315673, 1.902360], [3.139241, 0.760312, 0.632537], [-4.290515, 2.264319, 5.200421], [-5.203050, 1.427807, 3.233996], [-2.175619, 2.984203, 2.595153], [-1.834740, 1.865890, 4.101004], [-3.196294, 0.988178, 1.236671], [-3.182207, -0.137257, 2.855670], [-0.660015, -0.368208, 2.763996], [-0.431528, 1.264142, 1.759358], [0.232571, -0.904215, 0.327127], [-1.424669, -1.719180, 0.778713], [-1.402713, -0.851839, -1.701333], [-2.773405, 0.060023, -0.690545], [0.151234, 1.466324, -1.171979], [-1.206462, 1.413616, -2.498836], [-1.719443, 2.673621, 0.485427], [-3.001520, 2.499102, -0.950052], [-0.601534, 3.785761, -2.315416], [-2.190582, 4.634310, -1.761314], [-1.301520, 5.570251, 0.367388], [0.033780, 5.881346, -0.928151], [0.437882, 3.109376, 0.810170], [0.368920, 4.739803, 1.803076], [2.632773, 5.300524, 1.136867], [2.099865, 5.211529, -0.669165], [2.685790, 2.768395, -1.026733], [4.145313, 3.615730, -0.180669], [3.107508, 3.335911, 3.236713], [3.331492, 0.443621, 4.275380], [3.336830, -1.483020, 1.875248], [3.101053, 0.357763, -0.468307], [-0.604504, -6.042237, -2.658206], [-0.659624, -4.879522, -3.647980], [-0.954173, -3.610898, -2.849292], [-0.297537, -3.888064, -1.211101], [-1.399881, -3.925426, -0.273244], [0.861496, -3.040968, -1.012299], [0.254751, -5.557540, -1.499975], [-0.190218, -6.945524, -3.115446], [-1.615968, -6.274565, -2.304084], [0.310344, -4.782134, -4.150586], [-1.415497, -5.042867, -4.422495], [-0.470661, -2.735991, -3.291188], [-2.029708, -3.435987, -2.758190], [0.131309, -6.154002, -0.594448], [1.310719, -5.516343, -1.783311], [5.396521, 1.348425, -2.748700], [6.458443, 1.376345, -3.846945], [6.333902, 0.075584, -4.638511], [4.626853, -0.432595, -4.499237], [4.574572, -1.671458, -3.751827], [3.975727, -0.274031, -5.784282], [4.112682, 0.895277, -3.427789], [5.276654, 2.326988, -2.274699], [5.685477, 0.628975, -1.973242], [6.275076, 2.230617, -4.509917], [7.465220, 1.492091, -3.433544], [6.584961, 0.220364, -5.692326], [6.958468, -0.714002, -4.211730], [3.358098, 0.537696, -2.725135], [3.697415, 1.689687, -4.055094], [2.697660, -8.400417, 3.024509], [2.391184, -6.909006, 2.896588], [2.968798, -6.434734, 1.564110], [2.962087, -7.856437, 0.482273], [4.332683, -8.211530, 0.179763], [1.964449, -7.664468, -0.551321], [2.330597, -9.013592, 1.681367], [2.137489, -8.861376, 3.843260], [3.766754, -8.542477, 3.222732], [1.304843, -6.758120, 2.902332], [2.806204, -6.337417, 3.732616], [2.362289, -5.639728, 1.122938], [4.003056, -6.097145, 1.673723], [2.775781, -9.997167, 1.522081], [1.244981, -9.066303, 1.556038], [-8.371401, 5.432482, 1.861107], [-7.304877, 4.529980, 2.479668], [-6.196622, 4.352751, 1.443122], [-6.220423, 5.823823, 0.429692], [-6.610532, 5.451308, -0.913879], [-5.034196, 6.610377, 0.702913], [-7.615075, 6.591977, 1.230004], [-9.091241, 5.780931, 2.607459], [-8.922188, 4.879555, 1.090819], [-6.896916, 5.010003, 3.377488], [-7.719199, 3.563682, 2.783813], [-5.216142, 4.252983, 1.915587], [-6.387728, 3.492280, 0.796021], [-8.207824, 7.144458, 0.498980], [-7.228934, 7.272886, 1.994403]], "forces_ev_per_a": [[0.27, 0.36, 0.51], [1.43, -1.14, -0.46], [0.51, 1.02, 0.47], [0.30, -0.65, 0.29], [-1.07, -0.26, 0.35], [1.03, 0.44, 0.01], [-1.07, -0.16, -0.67], [1.42, -0.40, -0.22], [-1.17, 0.82, -0.43], [-0.60, 0.21, 0.00], [0.63, 0.77, 0.62], [-0.29, 0.49, -0.85], [1.11, 1.75, -0.24], [-0.29, -4.14, 0.64], [0.19, -5.62, -1.72], [-0.10, 1.31, -3.10], [-0.52, 7.60, -0.71], [0.28, -1.49, 4.76], [-0.25, -0.56, -1.87], [1.37, 0.56, 1.14], [-1.07, -1.76, 1.09], [-1.81, 0.29, -1.79], [0.90, -0.80, 1.90], [1.14, 1.42, -1.61], [-0.73, 1.61, -1.87], [-1.23, -1.99, 0.18], [-2.18, 0.58, 0.40], [1.22, 2.20, -0.64], [-0.65, 1.37, 1.76], [2.15, -0.56, -0.35], [-2.35, -0.18, -0.02], [0.50, 0.02, 2.47], [-0.41, -0.02, -2.45], [2.17, 0.34, 0.49], [-1.22, 0.32, 2.25], [2.10, -1.19, 0.81], [1.61, -1.30, -1.48], [-0.94, -1.98, 1.47], [0.00, 2.16, -0.30], [0.42, -1.19, -2.23], [-0.91, -1.85, -1.58], [0.30, -1.43, 2.13], [0.46, 0.68, 2.52], [-2.36, -0.72, 0.35], [0.11, -2.24, -1.65], [-0.21, 0.93, -2.60], [-0.20, 2.75, 0.05], [0.05, 1.62, 2.27], [-0.19, -0.18, -0.05], [0.12, -0.14, -0.37], [-0.31, 0.34, -0.59], [0.48, -0.44, -0.32], [0.17, 0.32, 0.15], [-0.45, 0.11, 0.39], [0.04, -0.29, 0.00], [-0.04, 0.14, 0.14], [0.13, -0.01, -0.01], [-0.15, -0.01, 0.09], [0.13, 0.07, 0.12], [-0.08, -0.05, 0.23], [0.16, 0.00, 0.12], [0.08, 0.25, -0.10], [-0.18, 0.03, 0.13], [0.12, 0.01, 0.27], [0.19, 0.34, -0.01], [0.68, 0.11, -0.14], [-0.28, -0.25, -0.43], [-0.14, 0.35, -0.39], [0.13, -0.36, 0.57], [-0.17, 0.45, 0.38], [0.02, -0.14, -0.03], [-0.09, 0.10, -0.05], [0.02, -0.12, 0.10], [-0.16, -0.02, -0.10], [-0.16, -0.21, 0.15], [-0.22, 0.03, -0.08], [0.01, -0.12, -0.24], [0.02, -0.16, 0.01], [0.16, -0.05, 0.24], [-0.21, 0.12, 0.29], [0.01, 0.65, 0.30], [0.21, -0.28, -0.20], [-0.64, 0.19, -0.15], [0.56, -0.20, 0.05], [-0.18, -0.40, 0.35], [0.11, 0.04, -0.13], [-0.15, -0.04, -0.03], [0.14, -0.03, 0.00], [-0.08, -0.07, -0.15], [0.20, -0.14, -0.12], [-0.13, -0.13, -0.16], [-0.03, 0.17, -0.18], [0.15, 0.02, -0.07], [-0.31, -0.11, -0.03], [-0.02, -0.12, 0.37], [0.10, -0.70, 0.35], [0.21, 0.76, -0.55], [0.42, 0.12, 0.59], [-0.34, -0.51, -0.33], [-0.41, 0.20, 0.26], [0.11, -0.06, -0.14], [0.05, 0.11, 0.10], [-0.05, -0.02, -0.11], [0.01, 0.11, -0.03], [-0.07, 0.19, -0.33], [0.04, 0.20, -0.07], [0.24, -0.06, -0.02], [0.02, -0.07, -0.17]]}


Q: What is the formula in the sixth record?
A: C3H9OPSi